Record 1
DFT (ωB97M-V/def2-TZVPD) results for C30H39N9O3OsP2S as an isolated structure.

Positions of all 85 atoms, in Å:
Os (1.077, 0.522, -0.346)
N (2.873, 3.427, 2.153)
C (2.956, 2.416, 3.100)
C (3.373, 2.400, 4.399)
C (3.325, 1.147, 5.033)
C (2.881, -0.050, 4.367)
C (2.469, -0.027, 3.075)
C (2.488, 1.239, 2.419)
N (2.164, 1.559, 1.158)
C (2.414, 2.908, 1.011)
C (2.205, 3.576, -0.231)
C (2.552, 4.860, -0.584)
S (2.123, 5.154, -2.186)
C (1.499, 3.559, -2.314)
N (1.602, 2.842, -1.237)
H (3.132, 4.394, 2.304)
H (3.739, 3.278, 4.916)
H (3.653, 1.074, 6.064)
H (2.897, -0.981, 4.919)
H (2.167, -0.924, 2.548)
H (3.048, 5.620, 0.004)
H (1.055, 3.202, -3.235)
C (4.943, -0.953, -1.684)
C (3.933, -0.402, -0.903)
N (2.696, -0.210, -1.369)
C (2.420, -0.586, -2.659)
C (3.377, -1.131, -3.508)
C (4.674, -1.312, -2.985)
C (2.996, -1.488, -4.849)
C (1.729, -1.300, -5.280)
C (0.733, -0.734, -4.411)
C (-0.602, -0.481, -4.794)
C (-1.471, 0.093, -3.899)
C (-1.031, 0.404, -2.609)
N (0.213, 0.155, -2.218)
C (1.090, -0.391, -3.112)
H (5.925, -1.094, -1.256)
H (4.118, -0.112, 0.122)
H (5.452, -1.735, -3.610)
H (3.745, -1.909, -5.507)
H (1.446, -1.573, -6.290)
H (-0.931, -0.733, -5.796)
H (-2.493, 0.312, -4.175)
H (-1.694, 0.856, -1.883)
C (-4.263, 1.411, -0.465)
N (-2.997, 1.758, 0.212)
C (-2.917, 3.168, 0.638)
P (-2.020, 0.717, 0.950)
O (-0.530, 1.050, 0.766)
O (-2.312, -0.634, 0.132)
P (-1.347, -1.937, 0.105)
O (0.096, -1.525, -0.004)
N (-1.621, -2.663, 1.529)
C (-0.617, -3.613, 2.049)
C (-3.000, -2.976, 1.943)
N (-1.853, -2.656, -1.259)
C (-3.286, -2.875, -1.534)
C (-0.978, -3.673, -1.872)
N (-2.327, 0.541, 2.512)
C (-1.327, 0.111, 3.489)
C (-3.647, 0.856, 3.091)
H (-5.117, 1.607, 0.185)
H (-4.271, 0.368, -0.764)
H (-4.365, 2.034, -1.353)
H (-3.741, 3.420, 1.308)
H (-2.978, 3.810, -0.240)
H (-1.976, 3.363, 1.150)
H (0.385, -3.289, 1.779)
H (-0.779, -4.623, 1.668)
H (-0.699, -3.647, 3.135)
H (-3.682, -2.179, 1.651)
H (-3.023, -3.068, 3.028)
H (-3.352, -3.918, 1.521)
H (-3.589, -3.887, -1.260)
H (-3.470, -2.746, -2.601)
H (-3.903, -2.164, -0.990)
H (0.063, -3.491, -1.609)
H (-1.080, -3.623, -2.957)
H (-1.256, -4.679, -1.554)
H (-0.416, -0.195, 2.985)
H (-1.707, -0.741, 4.054)
H (-1.110, 0.922, 4.187)
H (-4.351, 1.153, 2.319)
H (-3.554, 1.664, 3.816)
H (-4.044, -0.024, 3.596)

Its molar mass is 857.947 g mol⁻¹. Its net charge is +4. The maximum force is 0.540 eV/A. The calculation puts the energy at -3055.5219 Eh. The value obtained for the HOMO energy (spin up / spin down) is -18.5 / -18.5 eV. As for the spin multiplicity: 5. The relative energy (zero: lowest compared OMol25 entry of this formula, charge and spin) is 0.0 kcal per mole. As for the expectation value of S²: 6.0409.

Record 2
DFT (ωB97M-V/def2-TZVPD) results for a 2-piece molecular cluster, C30H40BBr2N6O5 overall.

Positions of all 84 atoms, in Å:
C (-0.267, 4.181, -2.015)
C (-0.873, 2.991, -1.279)
O (-0.429, 1.720, -1.807)
C (0.644, 1.172, -1.245)
O (1.466, 1.813, -0.629)
C (0.673, -0.329, -1.407)
C (0.479, -0.959, -0.013)
C (1.785, -0.943, 0.783)
C (1.623, -0.968, 2.309)
C (0.588, -2.000, 2.760)
Br (-0.996, -1.333, 3.529)
C (0.757, -3.303, 2.576)
C (1.950, -3.931, 1.906)
Br (-0.535, -4.551, 3.122)
N (1.190, 0.411, 2.672)
C (2.288, 1.142, 2.879)
N (2.464, 2.367, 2.479)
C (3.654, 3.180, 2.734)
C (4.060, 3.987, 1.483)
N (2.916, 4.572, 0.778)
N (4.957, 5.008, 2.012)
N (4.821, 3.146, 0.583)
N (3.284, 0.394, 3.507)
C (3.057, -0.993, 2.986)
B (3.440, -2.030, 4.163)
O (4.635, -2.667, 4.071)
C (2.582, -2.274, 5.447)
C (1.757, -1.101, 5.995)
H (0.255, 3.844, -2.910)
H (0.445, 4.726, -1.396)
H (-1.042, 4.884, -2.314)
H (-0.660, 3.022, -0.210)
H (-1.953, 2.965, -1.398)
H (-0.128, -0.621, -2.075)
H (1.634, -0.636, -1.825)
H (-0.329, -0.414, 0.489)
H (0.110, -1.979, -0.120)
H (2.402, -1.779, 0.445)
H (2.352, -0.044, 0.533)
H (2.892, -3.513, 2.260)
H (1.975, -4.999, 2.101)
H (1.901, -3.807, 0.823)
H (0.417, 0.807, 2.152)
H (1.731, 2.778, 1.912)
H (3.494, 3.861, 3.570)
H (4.458, 2.503, 3.011)
H (2.085, 4.735, 1.329)
H (2.668, 4.078, -0.068)
H (4.413, 5.772, 2.403)
H (5.483, 5.398, 1.237)
H (4.553, 3.246, -0.386)
H (4.820, 2.169, 0.835)
H (3.120, 0.440, 4.512)
H (3.750, -1.111, 2.147)
H (5.025, -2.701, 3.190)
H (3.279, -2.609, 6.221)
H (1.943, -3.143, 5.247)
H (1.022, -1.435, 6.724)
H (1.224, -0.547, 5.220)
H (2.410, -0.398, 6.522)
C (-8.212, -3.122, -3.767)
C (-7.387, -3.983, -3.053)
C (-6.036, -3.710, -2.931)
C (-5.501, -2.576, -3.530)
C (-6.328, -1.716, -4.258)
C (-7.685, -1.991, -4.368)
C (-5.783, -0.505, -4.936)
O (-6.499, 0.252, -5.554)
C (-4.314, -0.257, -4.829)
C (-3.762, 0.837, -5.486)
C (-2.404, 1.091, -5.388)
C (-1.589, 0.254, -4.631)
C (-2.136, -0.841, -3.986)
C (-3.497, -1.101, -4.081)
C (-4.048, -2.295, -3.374)
O (-3.330, -3.000, -2.695)
H (-9.269, -3.336, -3.856)
H (-7.802, -4.870, -2.591)
H (-5.381, -4.368, -2.376)
H (-8.312, -1.312, -4.930)
H (-4.410, 1.478, -6.068)
H (-1.977, 1.941, -5.905)
H (-0.528, 0.456, -4.555)
H (-1.527, -1.521, -3.407)

Its molar mass is 735.307 g mol⁻¹. Its net charge is +1. The maximum force is 0.609 eV/A. The calculation puts the energy at -7044.6681 Eh. The value obtained for the HOMO energy is -11.4 eV.